Formula: C9H12N2O2
Source: the Open Molecules 2025 dataset
Level of theory: ωB97M-V with the def2-TZVPD basis set

```
25
C9H12N2O2 ωB97M-V with the def2-TZVPD basis set
C 1.702 -2.340 -0.293
C 0.933 -2.218 1.013
C 0.678 -0.927 1.713
C -0.360 -0.716 2.906
O -0.004 -0.141 0.701
C 0.270 1.028 0.353
O 1.029 1.782 0.991
C -0.678 1.510 -0.776
C -0.370 2.827 -1.281
N -0.719 3.211 -2.452
C -1.623 2.445 -3.178
C -2.062 1.240 -2.666
N -1.404 0.778 -1.449
H 1.354 -3.481 -0.723
H 3.002 -2.335 -0.034
H 1.444 -1.774 -1.227
H -0.054 -2.488 1.040
H 1.452 -2.885 1.803
H 1.578 -0.373 2.099
H 0.115 0.335 3.232
H -1.581 -0.485 2.473
H -0.256 -1.758 3.688
H 0.266 3.412 -0.502
H -2.123 2.884 -4.060
H -2.589 0.468 -3.371
```

Summary:
Energy above the lowest of the compared OMol25 structures with the same formula, charge and spin in kcal per mole: 108.14
SMILES string: CC[C@H](C)OC(=O)c1cnccn1